Molecular formula: C25H23MgNP2Se3Te
Method: DFT, ωB97M-V/def2-TZVPD

Results
energy	-255146.65222	eV
E_HOMO	-6.94	eV
net charge	0
LUMO level	-0.06	eV
relative energy (zero: lowest compared OMol25 entry of this formula, charge and spin)	45.8	kJ/mol

```
56
C25H23MgNP2Se3Te, DFT ωB97M-V/def2-TZVPD
Mg -0.373 2.884 -0.281
Se 1.843 3.936 -0.087
Se 0.821 5.590 1.280
Te -1.144 6.211 -0.149
Se -2.503 4.083 0.025
C 2.305 -0.644 0.323
N 0.983 -0.140 -0.079
P -0.058 0.604 1.061
C -1.256 -0.681 1.541
C -1.021 -2.028 1.277
C -1.943 -2.987 1.670
C -3.103 -2.601 2.328
C -3.340 -1.259 2.590
C -2.420 -0.298 2.197
C 0.853 0.807 2.613
C 1.284 -0.277 3.381
C 1.917 -0.069 4.593
C 2.107 1.227 5.062
C 1.658 2.306 4.323
C 1.030 2.098 3.100
P 0.981 0.585 -1.672
C 1.537 -0.823 -2.695
C 2.650 -0.621 -3.503
C 3.143 -1.655 -4.291
C 2.527 -2.895 -4.264
C 1.414 -3.106 -3.456
C 0.920 -2.074 -2.679
C -0.799 0.684 -2.084
C -1.142 1.758 -2.909
C -2.450 1.927 -3.350
C -3.427 1.034 -2.952
C -3.099 -0.036 -2.124
C -1.796 -0.218 -1.700
H 2.206 -1.515 0.969
H 2.896 0.119 0.834
H 2.851 -0.967 -0.564
H -0.120 -2.313 0.745
H -1.760 -4.033 1.463
H -3.826 -3.346 2.634
H -4.248 -0.957 3.096
H -2.616 0.751 2.394
H 1.098 -1.290 3.044
H 2.249 -0.915 5.179
H 2.596 1.388 6.014
H 1.790 3.318 4.681
H 0.693 2.960 2.537
H 3.131 0.350 -3.514
H 4.009 -1.491 -4.919
H 2.911 -3.703 -4.873
H 0.937 -4.077 -3.441
H 0.053 -2.239 -2.052
H -0.380 2.475 -3.205
H -2.698 2.773 -3.977
H -4.451 1.172 -3.272
H -3.867 -0.729 -1.805
H -1.555 -1.053 -1.060
```

For each atom in turn, the natural (NBO) charge in e is: 1.526 -0.722 -0.206 0.220 -0.879 -0.422 -1.085 0.957 -0.385 -0.175 -0.215 -0.206 -0.200 -0.191 -0.309 -0.205 -0.220 -0.186 -0.201 -0.198 0.998 -0.278 -0.220 -0.210 -0.195 -0.199 -0.227 -0.416 -0.243 -0.185 -0.199 -0.133 -0.236 0.202 0.208 0.218 0.213 0.215 0.218 0.221 0.230 0.212 0.217 0.217 0.223 0.236 0.227 0.220 0.218 0.216 0.215 0.235 0.228 0.221 0.212 0.224


Molecular formula: C25H23N3O12P2S2Zr
Method: DFT, ωB97M-V/def2-TZVPD

Results
energy	-96881.75551	eV
E_HOMO	-9.23	eV
net charge	0
LUMO level	-1.79	eV
relative energy (zero: lowest compared OMol25 entry of this formula, charge and spin)	0.0	kJ/mol

```
68
C25H23N3O12P2S2Zr, DFT ωB97M-V/def2-TZVPD
Zr -13.280 4.255 13.425
O -15.836 9.893 14.207
C -15.324 8.680 13.974
C -16.149 7.583 13.757
C -15.548 6.383 13.485
N -14.209 6.287 13.448
C -13.401 7.347 13.634
C -13.924 8.592 13.913
C -11.893 6.973 13.525
O -11.027 7.806 13.615
O -11.764 5.680 13.383
C -16.216 5.021 13.241
O -17.313 4.701 13.677
O -15.382 4.291 12.568
H -16.794 9.848 14.333
H -17.225 7.694 13.774
H -13.302 9.470 14.075
S -13.118 4.486 10.699
C -13.490 2.835 10.560
N -14.492 2.350 9.879
C -14.837 0.931 9.941
C -13.572 0.127 9.914
N -12.702 0.571 10.998
C -12.063 -0.544 11.733
C -13.126 -1.271 12.504
C -13.657 -2.468 12.035
C -14.743 -3.042 12.678
C -15.273 -2.442 13.809
C -14.719 -1.271 14.309
C -13.648 -0.692 13.655
C -12.589 1.833 11.303
S -11.569 2.378 12.519
C -15.294 3.167 8.949
C -16.769 3.049 9.193
C -17.621 2.568 8.227
C -18.975 2.463 8.488
C -19.486 2.887 9.715
C -18.622 3.356 10.699
C -17.270 3.419 10.425
H -15.507 0.675 9.113
H -15.391 0.739 10.866
H -13.028 0.240 8.972
H -13.784 -0.933 10.054
H -11.289 -0.122 12.361
H -11.589 -1.199 10.982
H -13.204 -2.936 11.160
H -15.170 -3.960 12.312
H -16.122 -2.892 14.303
H -15.112 -0.798 15.198
H -13.219 0.227 14.026
H -15.032 2.823 7.938
H -14.943 4.199 9.056
H -17.222 2.229 7.276
H -19.631 2.055 7.739
H -20.557 2.824 9.921
H -19.005 3.681 11.667
H -16.581 3.758 11.171
O -13.061 4.391 17.340
P -12.552 3.085 16.554
O -11.612 2.269 17.308
O -12.159 3.554 15.129
O -14.020 2.221 16.370
P -14.916 2.706 15.157
O -16.439 2.263 15.346
O -14.333 2.181 13.862
O -14.777 4.224 15.158
H -13.772 4.822 16.850
H -17.000 2.841 14.771
```

For each atom in turn, the natural (NBO) charge in e is: 2.140 -0.634 0.379 -0.302 0.175 -0.577 0.154 -0.270 0.778 -0.558 -0.800 0.812 -0.657 -0.828 0.490 0.238 0.264 -0.041 0.139 -0.333 -0.244 -0.227 -0.353 -0.254 0.009 -0.250 -0.217 -0.199 -0.186 -0.206 0.119 0.024 -0.231 -0.099 -0.204 -0.214 -0.203 -0.202 -0.161 0.241 0.246 0.210 0.247 0.258 0.214 0.207 0.217 0.218 0.228 0.248 0.211 0.259 0.206 0.216 0.217 0.233 0.240 -0.984 2.562 -1.068 -1.163 -1.065 2.597 -0.981 -1.150 -1.189 0.515 0.544


Molecular formula: C25H23N5PtSe
Method: DFT, ωB97M-V/def2-TZVPD

Results
energy	-102301.80444	eV
E_HOMO	-19.83	eV
net charge	+4
LUMO level	-16.22	eV
relative energy (zero: lowest compared OMol25 entry of this formula, charge and spin)	31.3	kJ/mol

```
55
C25H23N5PtSe, DFT ωB97M-V/def2-TZVPD
Pt 0.017 -0.537 -0.567
C -2.686 -1.640 -2.381
C -3.006 -0.641 -1.317
C -4.327 -0.230 -1.160
C -4.654 0.745 -0.242
C -3.631 1.343 0.483
C -2.339 0.909 0.305
N -2.027 -0.118 -0.546
C -1.190 1.580 0.935
C -1.230 2.621 1.843
C -0.030 3.154 2.299
C 1.184 2.642 1.857
C 1.173 1.599 0.948
N -0.002 1.119 0.510
C 2.340 0.945 0.336
C 3.621 1.408 0.526
C 4.667 0.823 -0.176
C 4.373 -0.176 -1.080
C 3.064 -0.618 -1.248
C 2.789 -1.651 -2.291
N 2.060 -0.100 -0.505
H -3.534 -1.766 -3.052
H -2.504 -2.636 -1.949
H -1.837 -1.326 -2.989
H -5.088 -0.671 -1.789
H -5.680 1.068 -0.118
H -3.846 2.156 1.160
H -2.169 3.019 2.198
H -0.041 3.973 3.006
H 2.112 3.055 2.223
H 3.809 2.235 1.195
H 5.683 1.171 -0.044
H 5.153 -0.614 -1.687
H 3.665 -1.800 -2.920
H 1.970 -1.353 -2.949
H 2.586 -2.631 -1.836
C 0.017 -5.982 -1.955
N 0.003 -5.367 -0.606
C 0.003 -4.013 -0.303
Se 0.031 -2.709 -1.589
N -0.010 -3.897 1.048
C -0.021 -5.128 1.630
C -0.036 -5.540 2.948
C -0.042 -6.915 3.137
C -0.034 -7.871 2.042
C -0.019 -7.475 0.743
C -0.012 -6.075 0.532
H 0.023 -5.206 -2.713
H -0.877 -6.594 -2.067
H 0.913 -6.592 -2.050
H -0.011 -3.005 1.531
H -0.042 -4.851 3.782
H -0.054 -7.303 4.150
H -0.039 -8.926 2.288
H -0.012 -8.177 -0.080
```

For each atom in turn, the natural (NBO) charge in e is: 0.744 -0.654 0.261 -0.200 -0.063 -0.175 0.137 -0.470 0.269 -0.193 -0.069 -0.174 0.193 -0.458 0.157 -0.174 -0.063 -0.199 0.261 -0.654 -0.469 0.299 0.221 0.237 0.269 0.281 0.265 0.268 0.281 0.269 0.265 0.281 0.269 0.298 0.238 0.220 -0.430 -0.245 0.103 0.627 -0.498 0.341 -0.294 0.036 -0.073 -0.219 0.254 0.248 0.274 0.274 0.476 0.288 0.287 0.294 0.289


Molecular formula: C25H23O3Sn
Method: DFT, ωB97M-V/def2-TZVPD

Results
energy	-38268.97036	eV
E_HOMO (alpha / beta)	-3.52 / -3.51	eV
net charge	-1
LUMO level (alpha / beta)	2.12 / 2.73	eV

```
52
C25H23O3Sn, DFT ωB97M-V/def2-TZVPD
C -0.152 2.245 1.306
C 0.944 1.534 1.974
C 2.150 1.821 1.230
H 0.906 1.100 2.956
C 1.802 2.658 0.116
C 0.393 2.932 0.169
H -0.142 3.565 -0.503
H -1.134 2.347 1.720
H 3.119 1.508 1.539
H 2.473 3.060 -0.602
C 0.153 -2.424 -1.163
C -0.931 -2.098 -0.253
C -1.735 -1.051 -0.880
H -1.189 -2.635 0.626
C -1.147 -0.759 -2.170
C 0.024 -1.587 -2.326
H 0.648 -1.600 -3.174
H 0.874 -3.190 -1.000
H -2.666 -0.690 -0.506
H -1.523 -0.078 -2.890
Sn 0.200 -0.014 0.282
O 2.025 -0.266 -0.842
C 3.304 -0.682 -0.622
C 3.805 0.443 -1.501
H 3.578 -0.557 0.416
H 3.652 -1.651 -0.977
H 3.864 1.408 -1.073
H 4.791 2.252 -3.201
C 4.732 1.270 -3.643
C 4.093 0.210 -2.927
C 3.911 -1.034 -3.596
H 3.371 -1.828 -3.103
C 4.591 -1.268 -4.781
H 4.558 -2.262 -5.219
C 5.387 -0.266 -5.370
H 5.916 -0.478 -6.316
C 5.416 1.020 -4.847
H 5.978 1.812 -5.318
O -2.655 0.541 1.480
C -2.068 -0.071 2.430
O -0.919 -0.673 2.295
C -2.744 -0.024 3.769
C -3.819 0.852 4.029
C -4.387 0.978 5.305
C -3.909 0.196 6.377
C -2.869 -0.715 6.118
C -2.307 -0.821 4.838
H -4.198 1.479 3.224
H -5.204 1.688 5.492
H -4.352 0.277 7.378
H -2.475 -1.326 6.939
H -1.470 -1.484 4.650
```

For each atom in turn, the natural (NBO) charge in e is: -0.373 -0.438 -0.299 0.247 -0.297 -0.285 0.213 0.252 0.209 0.204 -0.297 -0.423 -0.370 0.242 -0.302 -0.275 0.208 0.209 0.259 0.212 1.656 -0.833 -0.102 -0.081 0.153 0.149 0.193 0.200 -0.199 -0.073 -0.218 0.215 -0.214 0.203 -0.261 0.198 -0.226 0.202 -0.718 0.755 -0.805 -0.164 -0.110 -0.255 -0.219 -0.236 -0.171 0.224 0.204 0.204 0.203 0.229


Repeat the fourth record exactly.
Molecular formula: C25H23O3Sn
Method: DFT, ωB97M-V/def2-TZVPD

Results
energy	-38268.97036	eV
E_HOMO (alpha / beta)	-3.52 / -3.51	eV
net charge	-1
LUMO level (alpha / beta)	2.12 / 2.73	eV

```
52
C25H23O3Sn, DFT ωB97M-V/def2-TZVPD
C -0.152 2.245 1.306
C 0.944 1.534 1.974
C 2.150 1.821 1.230
H 0.906 1.100 2.956
C 1.802 2.658 0.116
C 0.393 2.932 0.169
H -0.142 3.565 -0.503
H -1.134 2.347 1.720
H 3.119 1.508 1.539
H 2.473 3.060 -0.602
C 0.153 -2.424 -1.163
C -0.931 -2.098 -0.253
C -1.735 -1.051 -0.880
H -1.189 -2.635 0.626
C -1.147 -0.759 -2.170
C 0.024 -1.587 -2.326
H 0.648 -1.600 -3.174
H 0.874 -3.190 -1.000
H -2.666 -0.690 -0.506
H -1.523 -0.078 -2.890
Sn 0.200 -0.014 0.282
O 2.025 -0.266 -0.842
C 3.304 -0.682 -0.622
C 3.805 0.443 -1.501
H 3.578 -0.557 0.416
H 3.652 -1.651 -0.977
H 3.864 1.408 -1.073
H 4.791 2.252 -3.201
C 4.732 1.270 -3.643
C 4.093 0.210 -2.927
C 3.911 -1.034 -3.596
H 3.371 -1.828 -3.103
C 4.591 -1.268 -4.781
H 4.558 -2.262 -5.219
C 5.387 -0.266 -5.370
H 5.916 -0.478 -6.316
C 5.416 1.020 -4.847
H 5.978 1.812 -5.318
O -2.655 0.541 1.480
C -2.068 -0.071 2.430
O -0.919 -0.673 2.295
C -2.744 -0.024 3.769
C -3.819 0.852 4.029
C -4.387 0.978 5.305
C -3.909 0.196 6.377
C -2.869 -0.715 6.118
C -2.307 -0.821 4.838
H -4.198 1.479 3.224
H -5.204 1.688 5.492
H -4.352 0.277 7.378
H -2.475 -1.326 6.939
H -1.470 -1.484 4.650
```

For each atom in turn, the natural (NBO) charge in e is: -0.373 -0.438 -0.299 0.247 -0.297 -0.285 0.213 0.252 0.209 0.204 -0.297 -0.423 -0.370 0.242 -0.302 -0.275 0.208 0.209 0.259 0.212 1.656 -0.833 -0.102 -0.081 0.153 0.149 0.193 0.200 -0.199 -0.073 -0.218 0.215 -0.214 0.203 -0.261 0.198 -0.226 0.202 -0.718 0.755 -0.805 -0.164 -0.110 -0.255 -0.219 -0.236 -0.171 0.224 0.204 0.204 0.203 0.229


Question: Among the records above, which one has the lowest net charge?
Answer: C25H23O3Sn


Question: What is the net charge in the third record?
Answer: +4